1.
C2H3BrI2 | ωB97M-V/def2-TZVPD

Cartesian coordinates (Å):
C1 0.421 0.406 0.125
C2 1.584 0.010 -0.352
Br1 2.084 0.538 -2.146
I1 2.949 -1.092 0.761
I2 -3.106 -1.004 0.187
H1 -3.554 0.304 0.911
H2 0.013 -0.011 0.999
H3 -0.391 0.849 -0.486

Output
HOMO energy, eV: -9.379
Total energy, Ha: -3247.3567
HOMO-LUMO gap, eV: 9.56
ΔE to the lowest compared entry with this formula, charge and spin, kJ/mol: 68.2

2.
C22H26Ge2O3PdSSbSe4 | ωB97M-V/def2-TZVPD

Cartesian coordinates (Å):
Pd1 -0.967 0.009 -0.961
Se1 -1.220 0.815 -5.318
Sb1 0.045 0.512 -3.235
Se2 -0.563 2.507 -1.635
Se3 -0.468 -1.837 -2.571
Se4 2.442 0.916 -3.718
C1 -5.548 -0.685 -4.461
C2 -4.945 -0.534 -3.092
C3 -4.745 -1.642 -2.268
C4 -4.175 -1.513 -1.013
C5 -3.804 -0.254 -0.559
C6 -4.021 0.866 -1.351
C7 -4.584 0.721 -2.612
S1 -2.929 -0.134 0.980
O1 -1.934 -1.235 0.878
O2 -3.853 -0.222 2.070
O3 -2.178 1.137 0.857
H1 -5.671 -1.734 -4.723
H2 -4.918 -0.214 -5.219
H3 -6.529 -0.210 -4.515
H4 -5.027 -2.624 -2.629
H5 -3.991 -2.385 -0.397
H6 -3.771 1.849 -0.965
H7 -4.737 1.600 -3.229
C8 0.926 3.609 1.730
Ge1 1.070 1.815 2.489
C9 -0.424 1.576 3.706
C10 2.731 1.717 3.519
Ge2 1.122 0.215 0.684
C11 1.430 -1.571 1.462
C12 1.564 -2.742 0.712
C13 1.709 -3.979 1.315
C14 1.715 -4.087 2.699
C15 1.570 -2.943 3.466
C16 1.420 -1.708 2.851
C17 2.736 0.485 -0.421
C18 3.670 1.471 -0.126
C19 4.853 1.620 -0.845
C20 5.147 0.779 -1.903
C21 4.230 -0.208 -2.245
C22 3.035 -0.338 -1.528
H8 0.879 4.371 2.508
H9 0.005 3.671 1.149
H10 1.771 3.843 1.079
H11 -0.498 2.449 4.355
H12 -0.286 0.697 4.335
H13 -1.355 1.468 3.154
H14 2.704 2.475 4.302
H15 3.610 1.899 2.903
H16 2.843 0.743 3.995
H17 1.547 -2.703 -0.371
H18 1.806 -4.868 0.705
H19 1.815 -5.053 3.175
H20 1.564 -3.009 4.546
H21 1.284 -0.840 3.486
H22 3.487 2.156 0.696
H23 5.554 2.398 -0.568
H24 6.068 0.890 -2.456
H25 4.437 -0.880 -3.067
H26 2.352 -1.130 -1.806

Output
HOMO energy (alpha / beta), eV: -6.832 / -8.879
<S²>: 8.78
Total energy, Ha: -15605.4238
2S+1: 6
HOMO-LUMO gap (alpha / beta), eV: 4.83 / 5.39
ΔE to the lowest compared entry with this formula, charge and spin, kJ/mol: 212.4

3.
C16H20CrF6N3O8S2 | ωB97M-V/def2-TZVPD

Cartesian coordinates (Å):
Cr1 0.682 0.551 -0.834
C1 0.457 -3.718 -1.378
C2 0.140 -2.288 -1.790
O1 0.983 -1.445 -1.466
C3 -1.067 -2.006 -2.546
C4 -1.844 -3.088 -3.014
C5 -2.965 -2.928 -3.785
C6 -3.362 -1.612 -4.123
C7 -2.656 -0.532 -3.695
C8 -1.467 -0.648 -2.873
O2 -0.882 0.390 -2.488
H1 1.248 -3.670 -0.635
H2 0.812 -4.293 -2.237
H3 -0.412 -4.226 -0.961
H4 -1.534 -4.095 -2.767
H5 -3.529 -3.785 -4.130
H6 -4.248 -1.462 -4.734
H7 -2.957 0.478 -3.947
N1 0.894 2.638 -0.419
N2 1.578 3.281 -1.483
C9 2.238 2.402 -2.405
O3 3.051 2.927 -3.160
O4 1.864 1.188 -2.355
H8 0.062 3.163 -0.187
H9 1.477 2.541 0.415
H10 2.202 4.015 -1.179
F1 4.879 -1.455 2.564
C10 4.052 -0.946 1.632
F2 2.831 -1.401 1.877
F3 4.450 -1.412 0.440
S1 4.138 0.896 1.642
O5 3.258 1.307 0.571
O6 5.546 1.140 1.502
N3 3.623 1.249 3.080
S2 2.214 2.066 3.173
O7 0.426 0.139 1.053
O8 2.399 3.324 3.923
C11 1.500 0.954 4.489
F4 2.206 1.002 5.627
F5 1.415 -0.317 4.100
F6 0.255 1.383 4.771
C12 -2.279 -0.054 2.480
C13 -2.016 0.518 1.079
C14 -1.838 2.031 1.191
C15 -3.196 0.204 0.163
C16 -0.768 -0.154 0.519
H11 -3.188 0.371 2.922
H12 -1.436 0.163 3.140
H13 -2.396 -1.140 2.430
H14 -2.660 2.478 1.761
H15 -1.839 2.484 0.194
H16 -0.898 2.265 1.697
H17 -4.129 0.608 0.571
H18 -3.317 -0.877 0.045
H19 -3.029 0.625 -0.830
H20 -0.968 -1.233 0.365

Output
HOMO energy (alpha / beta), eV: -1.943 / -1.312
<S²>: 4.08
Total energy, Ha: -3828.0573
Charge: -2
2S+1: 4
HOMO-LUMO gap (alpha / beta), eV: 6.57 / 5.94
ΔE to the lowest compared entry with this formula, charge and spin, kJ/mol: 0.0

4.
C4H13NO2 | ωB97M-V/def2-TZVPD

Cartesian coordinates (Å):
C1 2.955 -0.763 -0.195
C2 1.588 -0.342 0.210
C3 0.570 -0.932 -0.407
N1 -0.727 -0.407 -0.108
C4 -1.683 -0.575 -1.160
H1 3.476 0.090 -0.474
H2 3.565 -1.183 0.736
H3 3.030 -1.448 -0.990
H4 1.477 0.473 0.943
H5 0.665 -1.720 -1.154
H6 -0.695 0.527 0.254
H7 -2.021 -1.591 -1.118
H8 -2.677 -0.123 -1.095
H9 -1.308 -0.392 -2.199
H10 -1.737 3.554 -0.422
H11 -0.278 3.511 -0.810
O1 -1.149 3.772 -1.118
H12 -1.235 -0.245 3.152
H13 -1.859 -1.394 2.570
O2 -1.958 -0.812 3.385

Output
HOMO energy, eV: -8.157
SMILES: C/C=C/NC.O.O
Total energy, Ha: -365.3712
HOMO-LUMO gap, eV: 8.55
ΔE to the lowest compared entry with this formula, charge and spin, kJ/mol: 187.1

5.
C26H25N2O | ωB97M-V/def2-TZVPD

Cartesian coordinates (Å):
H1 -0.050 -1.238 -0.816
C1 -0.063 -2.139 -1.441
H2 0.937 -2.586 -1.384
C2 -1.077 -3.098 -0.906
C3 -2.140 -3.463 -1.618
N1 -2.349 -2.984 -2.924
C4 -3.670 -3.132 -3.550
C5 -4.521 -1.936 -3.289
C6 -4.503 -0.857 -4.158
C7 -5.212 0.290 -3.870
C8 -5.945 0.370 -2.705
C9 -5.968 -0.695 -1.828
C10 -5.256 -1.840 -2.119
C11 -1.415 -2.151 -3.510
C12 -0.316 -1.721 -2.858
C13 0.590 -0.810 -3.550
N2 1.665 -0.285 -2.872
O1 0.375 -0.517 -4.723
H3 -0.937 -3.502 0.084
H4 -2.863 -4.148 -1.215
H5 -3.537 -3.281 -4.623
H6 -4.148 -4.034 -3.165
H7 -3.917 -0.920 -5.059
H8 -5.186 1.125 -4.553
H9 -6.493 1.269 -2.475
H10 -6.536 -0.630 -0.913
H11 -5.256 -2.668 -1.432
H12 -1.580 -1.812 -4.515
H13 1.815 -0.404 -1.880
H14 2.248 0.407 -3.314
C14 -0.168 -0.640 2.593
C15 -1.433 -0.063 2.898
C16 -2.570 -0.584 2.236
C17 -3.829 -0.087 2.472
C18 -4.013 0.945 3.375
C19 -2.925 1.484 4.036
C20 -1.662 0.997 3.803
C21 1.163 -0.351 3.006
C22 2.209 -1.101 2.419
C23 3.524 -0.882 2.749
C24 3.857 0.089 3.676
C25 2.863 0.837 4.277
C26 1.545 0.625 3.954
H15 -0.230 -1.458 1.893
H16 -2.437 -1.381 1.523
H17 -4.678 -0.499 1.952
H18 -5.002 1.328 3.563
H19 -3.070 2.289 4.739
H20 -0.852 1.451 4.331
H21 1.962 -1.858 1.692
H22 4.302 -1.465 2.283
H23 4.890 0.258 3.933
H24 3.123 1.589 5.006
H25 0.811 1.212 4.460

Output
HOMO energy, eV: -9.651
Total energy, Ha: -1190.2321
Charge: +1
HOMO-LUMO gap, eV: 3.59
ΔE to the lowest compared entry with this formula, charge and spin, kJ/mol: 174.2

6.
CH4IPS | ωB97M-V/def2-TZVPD

Cartesian coordinates (Å):
C1 0.118 0.307 0.277
P1 -0.558 0.436 -1.298
S1 -3.283 1.612 1.017
I1 -4.073 -0.191 -0.240
H1 0.115 1.185 0.974
H2 0.603 -0.592 0.554
H3 -0.696 -0.869 -1.681
H4 -4.162 1.323 2.108

Output
HOMO energy, eV: -8.952
SMILES: C=P.SI
Total energy, Ha: -1077.6585
HOMO-LUMO gap, eV: 8.41
ΔE to the lowest compared entry with this formula, charge and spin, kJ/mol: 256.3

7.
CH3IO2S | ωB97M-V/def2-TZVPD

Cartesian coordinates (Å):
C1 0.208 -0.057 0.125
O1 1.481 0.032 0.637
O2 2.300 1.048 -0.404
S1 3.622 1.481 0.183
I1 5.114 -0.376 -0.035
H1 -0.318 -0.769 0.768
H2 0.212 -0.444 -0.901
H3 -0.313 0.907 0.153

Output
HOMO energy (alpha / beta), eV: -8.928 / -8.928
Total energy, Ha: -886.1302
HOMO-LUMO gap (alpha / beta), eV: 8.28 / 8.28
ΔE to the lowest compared entry with this formula, charge and spin, kJ/mol: 259.7

8.
C4H4O | ωB97M-V/def2-TZVPD

Cartesian coordinates (Å):
O1 1.568 0.073 0.087
C1 0.443 0.353 -0.754
C2 -0.656 -0.598 -0.333
C3 -0.473 -0.496 0.988
C4 0.613 0.583 0.981
H1 0.725 0.703 -1.747
H2 -1.401 -1.089 -0.954
H3 -0.960 -0.921 1.858
H4 0.141 1.393 -0.126

Output
HOMO energy, eV: -9.054
Total energy, Ha: -229.8348
HOMO-LUMO gap, eV: 9.25
ΔE to the lowest compared entry with this formula, charge and spin, kJ/mol: 507.1